(1)
{
  "formula": "C41H38ClFO3PReS",
  "method": "ωB97M-V with the def2-TZVPD basis set",
  "species": ["Re", "Cl", "S", "P", "F", "O", "O", "O", "C", "C", "C", "C", "C", "C", "C", "C", "C", "C", "C", "C", "C", "C", "C", "C", "C", "C", "C", "C", "C", "C", "C", "C", "C", "C", "C", "C", "C", "C", "C", "C", "C", "C", "C", "C", "C", "C", "C", "C", "C", "H", "H", "H", "H", "H", "H", "H", "H", "H", "H", "H", "H", "H", "H", "H", "H", "H", "H", "H", "H", "H", "H", "H", "H", "H", "H", "H", "H", "H", "H", "H", "H", "H", "H", "H", "H", "H", "H"],
  "coordinates": [[-0.40163, 0.16480, -0.18746], [1.23514, -4.48866, -5.72162], [2.10825, -1.76866, 0.43598], [0.14560, 2.41678, 0.53678], [-6.04449, 2.20233, -1.53892], [2.69535, -2.08966, -0.90306], [-0.68886, -1.61378, -0.99932], [0.43645, 0.61710, -2.09173], [0.78741, 2.09432, 2.19991], [0.66625, -0.17340, -3.04925], [-3.24444, 4.05858, 2.03975], [2.39466, -3.16460, 1.52977], [2.08085, 4.34277, -2.48322], [0.83582, -2.26197, -4.26409], [-1.16488, 4.92778, 0.41433], [1.76522, 2.66205, 4.32598], [3.76042, 3.46592, -1.00193], [4.69993, -0.82005, 1.02319], [1.34646, -4.25135, 1.33519], [-0.71430, -1.30440, 2.42645], [-3.24210, 5.36104, 1.55020], [-2.20301, 5.79409, 0.74490], [-4.81696, 1.78274, -1.21761], [-0.31862, -0.10331, 1.86944], [0.66274, 0.51991, 4.05505], [5.38866, -1.54683, 2.18128], [0.22971, -0.72864, 4.56885], [-2.46358, 1.90218, -1.52309], [1.37228, 1.46112, 4.84537], [-3.73200, 2.34017, -1.86925], [0.37697, 0.83480, 2.70504], [1.45388, 2.99270, 2.98596], [1.46603, -5.31750, 2.41899], [3.20843, -0.55722, 1.22864], [1.42308, 3.20718, -0.46096], [-0.28841, -2.23196, -2.10026], [0.38344, -1.55557, -3.12718], [-4.68272, 0.80379, -0.25000], [-0.53870, -3.59920, -2.25139], [-0.07814, -4.27409, -3.35364], [0.63156, -3.60241, -4.36302], [1.08598, 3.86702, -1.64226], [3.41805, 4.14222, -2.16513], [2.76764, 2.99962, -0.15147], [-2.28291, 0.90655, -0.54954], [-0.44779, -1.61419, 3.77471], [-2.22047, 3.18966, 1.70430], [-3.41103, 0.35998, 0.07044], [-1.17683, 3.61862, 0.88078], [5.07843, -1.12904, 3.14382], [3.04022, 2.49329, 0.76544], [-3.88955, 3.10254, -2.62309], [-2.23524, 2.17192, 2.07658], [-1.09192, -4.10561, -1.46928], [2.38223, -2.77336, 2.55266], [1.73415, 3.96392, 2.58900], [1.35757, -1.72984, -5.05204], [5.17494, -2.61624, 2.19665], [0.34580, -3.80841, 1.36500], [-0.77372, -2.56613, 4.17588], [-5.56429, 0.40102, 0.23380], [2.30346, 3.37070, 4.94449], [2.92040, -0.50541, 2.28557], [1.59560, 1.20959, 5.87749], [4.19374, 4.52063, -2.82061], [-0.25893, -5.33713, -3.45327], [-4.04744, 3.72100, 2.68370], [1.26091, -4.89400, 3.40560], [4.80251, 3.30145, -0.75516], [6.47076, -1.43522, 2.10750], [-3.29947, -0.41264, 0.82507], [-2.19183, 6.80954, 0.36922], [5.18780, 0.14730, 0.88911], [4.83096, -1.36347, 0.08434], [1.47320, -4.70610, 0.35142], [0.04574, 4.00448, -1.91776], [1.81140, 4.86587, -3.39312], [-1.24193, -2.03300, 1.81834], [-1.60846, 2.33549, -2.02504], [1.12462, 0.27411, -3.93320], [3.39721, -3.52059, 1.27841], [0.75926, -6.13087, 2.24867], [2.47048, -5.74515, 2.44064], [-0.34432, 5.29201, -0.19042], [-4.04934, 6.03751, 1.80436], [0.43789, -0.96812, 5.60675], [2.90361, 0.37698, 0.75358]],
  "atomic_forces_ev_per_a": [[-0.997, -0.416, -0.291], [-0.067, 0.018, 0.051], [0.401, 0.566, -0.442], [0.004, -0.108, 0.145], [-0.084, 0.039, -0.015], [-0.214, -0.052, 0.262], [-0.154, -0.322, -0.644], [-0.008, -0.371, 0.677], [0.010, 0.097, -0.066], [-0.012, 0.037, 0.086], [0.012, -0.028, 0.004], [-0.119, -0.039, 0.000], [0.002, -0.006, -0.023], [0.094, 0.170, -0.202], [0.004, 0.094, 0.049], [0.040, 0.046, -0.069], [-0.013, -0.002, -0.014], [0.027, -0.014, 0.147], [0.026, -0.098, 0.084], [-0.081, -0.084, -0.064], [-0.035, -0.018, 0.021], [0.061, -0.025, -0.055], [0.054, -0.017, 0.023], [0.662, 0.437, -0.256], [-0.043, -0.013, 0.004], [-0.060, 0.020, -0.008], [0.059, 0.080, 0.011], [-0.378, 0.001, 0.180], [-0.008, -0.078, 0.034], [0.099, 0.015, -0.066], [-0.091, -0.100, 0.218], [0.042, 0.025, 0.128], [-0.033, -0.043, 0.002], [0.034, -0.105, 0.003], [0.100, -0.071, -0.007], [-0.231, 0.325, 0.886], [0.183, 0.436, -0.099], [-0.046, 0.008, 0.150], [-0.139, -0.361, 0.084], [-0.077, -0.048, 0.160], [0.011, -0.065, -0.074], [0.000, -0.061, -0.117], [0.014, 0.028, 0.021], [-0.009, 0.154, -0.033], [0.743, 0.003, -0.361], [-0.129, 0.017, 0.005], [-0.052, 0.039, -0.071], [0.014, -0.146, -0.046], [0.066, 0.047, -0.067], [0.047, -0.016, -0.051], [0.017, 0.012, -0.009], [-0.008, -0.059, 0.048], [0.002, 0.008, 0.022], [0.063, -0.018, -0.068], [-0.009, -0.060, -0.062], [-0.024, -0.056, 0.055], [-0.004, -0.027, 0.076], [-0.028, 0.045, 0.006], [0.047, 0.001, -0.042], [-0.024, 0.038, 0.002], [0.038, 0.031, -0.047], [-0.038, -0.033, -0.064], [0.006, 0.048, -0.112], [-0.015, 0.031, -0.072], [-0.051, -0.047, 0.028], [0.013, 0.036, -0.004], [0.027, 0.007, -0.039], [0.026, -0.021, -0.029], [-0.052, 0.026, 0.003], [-0.030, -0.035, -0.007], [-0.016, 0.002, -0.069], [0.011, -0.024, 0.025], [-0.023, 0.018, -0.035], [0.030, 0.031, -0.019], [-0.024, 0.057, -0.058], [0.080, -0.012, 0.009], [0.012, -0.026, 0.052], [0.096, -0.038, -0.006], [0.059, -0.006, -0.009], [0.097, 0.111, 0.040], [-0.033, -0.003, 0.098], [0.035, 0.031, 0.019], [-0.033, 0.000, -0.003], [-0.069, -0.002, 0.054], [0.041, -0.039, -0.006], [0.018, -0.006, -0.076], [0.033, -0.018, 0.007]],
  "spin_multiplicity": 2,
  "gap_ev": [6.261, 6.212],
  "energy_ha": -3188.513064,
  "total_charge": 1,
  "relative_energy_ev": 1.0427
}

(2)
{
  "formula": "C4H13NO3",
  "method": "ωB97M-V with the def2-TZVPD basis set",
  "species": ["O", "O", "O", "N", "C", "C", "C", "C", "H", "H", "H", "H", "H", "H", "H", "H", "H", "H", "H", "H", "H"],
  "coordinates": [[2.30277, -2.15589, -0.76011], [-1.21306, 2.31411, 0.57393], [2.38489, -0.35384, -2.52173], [-1.46588, 0.17229, -0.27744], [-1.92133, 1.40906, 0.19480], [-0.10988, 0.08489, -0.72296], [0.91487, 0.10883, 0.44810], [-2.01023, -0.53724, 3.01672], [-1.81269, 0.44508, 3.44267], [0.79154, 0.94069, 1.13435], [1.92040, 0.04104, 0.05083], [-3.01811, 1.48528, 0.19952], [2.59753, -0.66038, -3.40464], [-2.33808, -0.48593, 1.97870], [0.78753, -0.80147, 1.03848], [2.25935, -1.16348, -1.84629], [0.04948, -0.89613, -1.16733], [0.21449, 0.83492, -1.44975], [-1.05820, -1.03802, 2.81835], [-2.75488, -0.98504, 3.66909], [2.52579, -3.03001, -1.09013]],
  "atomic_forces_ev_per_a": [[-0.276, 0.054, -0.099], [-0.054, 0.361, 0.238], [-0.333, 0.549, -0.019], [-0.163, 0.692, 0.514], [0.558, -0.748, -0.923], [0.629, -0.322, -0.036], [-0.415, -0.497, 0.791], [0.383, 0.394, -0.635], [0.107, 0.169, -0.359], [-0.035, 0.362, -0.263], [-0.007, 0.092, -0.245], [-0.093, -0.049, 0.106], [-0.027, -0.319, 0.175], [-0.686, 0.413, 0.224], [0.009, -0.046, -0.144], [0.634, -0.333, -0.086], [-0.074, 0.019, -0.119], [-0.354, 0.263, 0.087], [-0.118, -0.382, 1.013], [0.294, -0.659, -0.147], [0.020, -0.012, -0.075]],
  "spin_multiplicity": 2,
  "gap_ev": [7.245, 5.179],
  "energy_ha": -440.614842,
  "total_charge": -1,
  "relative_energy_ev": 1.5517
}

(3)
{
  "formula": "C18H21N2O5S",
  "method": "ωB97M-V with the def2-TZVPD basis set",
  "species": ["S", "O", "O", "O", "O", "O", "N", "N", "C", "C", "C", "C", "C", "C", "C", "C", "C", "C", "C", "C", "C", "C", "C", "C", "C", "C", "H", "H", "H", "H", "H", "H", "H", "H", "H", "H", "H", "H", "H", "H", "H", "H", "H", "H", "H", "H", "H"],
  "coordinates": [[-0.14324, 1.60737, 1.96467], [0.69548, 2.75694, 1.69265], [-0.44102, 1.87730, -3.99131], [-0.83213, 3.52554, -2.57267], [-1.43380, 1.78216, 2.58422], [-3.41268, -2.41662, -3.98953], [-0.28577, 0.71926, 0.53099], [-0.23119, 2.47106, -2.90338], [-2.87824, -1.60440, -3.03853], [2.18260, 0.41285, 2.85241], [-1.59613, 0.24272, -1.37336], [0.17714, -0.12397, 4.11869], [-3.02383, -3.81640, -4.02269], [0.94893, -0.87902, 4.99884], [-3.21774, -0.22904, -3.10848], [1.47051, 3.02728, -1.28790], [2.93472, -0.35427, 3.74078], [0.69114, 1.90790, -1.92938], [-1.39930, -1.13125, -1.18469], [-2.58781, 0.67133, -2.27741], [2.33163, -0.99725, 4.82853], [1.52127, 0.87905, -2.64180], [-2.01137, -2.05932, -2.02411], [-0.78740, 1.19251, -0.58288], [0.80069, 0.51236, 3.03714], [3.13746, -1.80209, 5.80736], [2.78613, -2.84083, 5.84095], [0.99675, -0.09073, -2.77020], [1.60787, 3.87539, -2.00187], [2.45344, 0.67944, -2.08553], [-0.75718, -1.46189, -0.37533], [-2.88370, 1.72455, -2.29848], [4.19547, -1.79964, 5.53182], [1.02590, 3.39341, -0.34156], [3.04059, -1.39585, 6.82198], [-3.94776, 0.09759, -3.85296], [4.01077, -0.44957, 3.59781], [2.48409, 2.67702, -1.03305], [-1.05638, 2.26185, -0.68934], [-1.93168, -3.91819, -4.12645], [1.82502, 1.24072, -3.65437], [2.65976, 0.93375, 2.02521], [-3.36598, -4.34367, -3.11709], [-3.52773, -4.22123, -4.90450], [-0.89514, -0.02554, 4.26645], [-1.80715, -3.12430, -1.90280], [0.47700, -1.38428, 5.84116]],
  "atomic_forces_ev_per_a": [[0.048, -1.139, -3.672], [-0.101, 0.278, 1.013], [-0.109, 0.817, 1.320], [0.323, -1.099, -0.564], [0.094, 0.182, 0.338], [-0.115, -1.197, -0.326], [0.894, -0.592, 3.803], [-0.044, 0.104, 0.026], [0.576, 0.623, 0.674], [-0.313, -0.192, 0.164], [-0.120, -0.487, -0.282], [0.324, 0.026, -0.314], [-0.211, 1.080, 0.201], [0.088, 0.132, -0.166], [-0.011, -1.105, -0.227], [0.356, 0.587, 0.577], [-0.190, -0.005, 0.124], [-0.674, 0.188, -1.727], [-0.156, 0.247, -0.492], [0.336, 0.142, 0.358], [-0.230, 0.202, -0.326], [0.635, -0.822, -0.168], [-0.438, 0.193, -0.462], [-0.106, 2.290, -0.562], [0.018, 0.046, 0.069], [0.076, -0.111, 0.111], [0.108, 0.147, -0.015], [0.187, 0.540, -0.030], [-0.228, -0.484, 0.529], [-0.419, 0.039, -0.014], [0.064, 0.122, -0.170], [0.361, -0.311, -0.155], [-0.107, -0.051, 0.092], [0.166, -0.060, -0.726], [0.060, -0.055, -0.168], [0.235, -0.137, 0.252], [-0.190, 0.050, 0.022], [-0.350, -0.040, -0.002], [-0.525, -0.541, 0.448], [-0.322, 0.051, 0.048], [-0.245, -0.290, 0.617], [-0.171, -0.080, 0.136], [0.118, 0.162, -0.265], [0.136, 0.041, 0.209], [0.194, 0.066, -0.132], [-0.060, 0.326, -0.026], [0.034, 0.116, -0.143]],
  "spin_multiplicity": 1,
  "gap_ev": 6.620,
  "energy_ha": -1582.299973,
  "total_charge": -1,
  "relative_energy_ev": 5.7531
}